(1)
The following is a DFT calculation (the ωB97M-V functional and the def2-TZVPD basis) of C39H33AsBBrHfN4O7S as an isolated structure at a distorted geometry.

Calculated values
ΔE to the lowest compared entry with this formula, charge and spin = 60.4 kJ/mol
Multiplicity = 2
Total charge = -1
Kohn-Sham gap (spin up / spin down) = 0.16650 / 0.27239 Eh

Geometry (Å):
H 5.496 -6.947 -1.333
C -5.689 -1.357 -0.064
H -2.075 -2.260 4.507
B 2.149 0.660 -0.339
C -0.297 3.400 1.661
S 1.661 0.268 2.960
C 6.067 -3.746 -2.251
H 4.614 -2.169 -2.177
C 0.889 1.942 -4.057
C 0.577 -0.393 -4.420
C 4.047 -5.369 -1.274
C -0.795 -3.074 -0.568
C 0.918 0.846 -4.917
H 6.406 3.305 -2.805
C 3.912 1.541 -1.430
C 3.774 -4.023 -1.517
H 5.493 0.991 -2.783
C 3.903 -2.326 1.040
C -5.273 1.383 -0.312
C 3.305 2.562 -0.702
H 0.976 -4.907 1.226
H 0.507 2.552 -2.034
N 0.248 0.528 -2.242
H 4.293 -1.543 0.390
C 2.418 -3.448 -1.303
C 1.380 4.268 3.109
C 5.529 3.078 -2.212
H 3.898 -1.956 2.066
C -1.145 -2.836 0.833
C 0.544 1.730 -2.740
O -0.333 -2.778 -3.390
C -6.753 -0.472 -0.083
C 0.243 -0.528 -3.076
O -1.893 0.138 -0.613
C 5.306 -5.897 -1.520
N -0.909 -1.608 1.425
O 2.230 2.051 -0.041
C -0.176 -1.883 -2.576
O 3.226 0.383 -1.223
C -2.036 -3.721 2.885
O -2.589 2.267 -0.460
H 1.919 -4.211 2.558
H -1.860 -4.832 1.051
C -2.782 1.053 -0.460
H -7.418 1.561 -0.198
H 6.853 -3.108 -2.638
H 7.297 -5.508 -2.231
C 1.915 -4.421 1.488
C 1.179 1.873 2.768
H 1.135 2.933 -4.409
H 3.321 4.621 -0.109
Hf 0.092 -0.245 0.005
H 2.610 2.787 4.053
H 5.357 5.086 -1.488
C 1.792 2.989 3.378
As 2.034 -2.701 0.512
C 4.931 4.090 -1.471
H -3.547 -1.517 -0.162
C -1.817 -2.451 3.475
H 1.636 -4.182 -1.498
H -2.457 -4.531 3.467
H 1.198 0.976 -5.954
C 3.799 3.848 -0.695
C -6.566 0.895 -0.199
C -1.266 -1.454 2.712
H 3.254 -6.012 -0.908
H -5.084 2.445 -0.399
H 0.546 -1.284 -5.030
H -0.036 5.480 1.990
H 4.535 -3.210 0.968
H -1.138 3.439 0.979
Br -8.527 -1.152 0.061
H 2.266 -2.614 -1.985
C -4.402 -0.853 -0.177
C 4.810 -3.221 -1.999
N 0.122 2.155 1.939
C -1.707 -3.898 1.571
C 5.027 1.777 -2.205
H -1.089 -0.477 3.136
O -0.546 1.141 1.399
C 0.315 4.486 2.224
H 1.881 5.108 3.573
H -5.861 -2.420 0.035
H 2.755 -5.068 1.238
C -4.190 0.516 -0.309
N -0.333 -1.928 -1.226
C 6.320 -5.092 -2.018
O -0.894 -4.214 -1.046

Atom charges from the Löwdin analysis, given in e for atoms 1 to 4:
1 H 0.10
2 C -0.11
3 H 0.09
4 B -0.60

***

(2)
The following is a DFT calculation (the ωB97M-V functional and the def2-TZVPD basis) of C39H33BaN3P2Se as an isolated structure.

Calculated values
ΔE to the lowest compared entry with this formula, charge and spin = 13.9 kJ/mol
Total charge = +2
Kohn-Sham gap = 0.26212 Eh

Geometry (Å):
C 2.143 3.062 3.602
C 0.459 -6.520 1.692
C 3.113 3.019 4.678
H 2.472 0.929 -4.433
C -4.734 0.117 -1.381
H 7.086 2.557 -3.643
C 3.941 1.531 -2.976
C -3.196 2.190 1.719
C 2.539 5.407 3.366
H -2.162 -3.638 -1.337
C -1.283 -4.770 2.957
C 3.057 1.310 -1.875
C -3.054 -0.945 1.305
H -1.624 -6.351 4.354
C -1.507 2.717 0.095
H -5.225 0.284 -0.429
C -5.498 0.043 -2.533
C -0.335 -2.777 -0.575
C -2.386 1.783 0.658
C 6.079 2.200 -3.811
H -0.077 -7.920 3.227
H 1.128 4.352 2.164
C 1.871 4.305 2.952
C -2.735 -0.207 -2.694
H 2.387 -2.085 -2.501
H 4.001 6.288 4.710
C -1.453 4.022 0.559
H -1.953 -4.100 3.484
H 6.297 2.119 -5.939
C -2.267 4.408 1.616
C 3.506 5.368 4.429
C -3.347 -0.010 -1.457
C -2.646 -2.416 1.195
C 3.795 4.219 5.078
H 4.513 4.173 5.884
H -3.102 -2.887 0.322
H -3.779 3.797 3.008
C -3.136 3.492 2.193
H 5.570 2.181 -1.723
C -4.882 -0.151 -3.763
C 0.265 -5.246 1.179
C -1.092 -6.045 3.463
H -2.694 -0.552 2.263
H 1.656 -2.068 -0.155
H -0.793 4.739 0.086
C 5.235 1.992 -2.734
Ba 0.638 0.494 1.168
P -0.807 -2.663 1.190
N 3.315 1.843 5.235
N 2.339 1.118 -0.996
C 1.380 -2.394 -2.249
H -3.031 -2.954 2.061
C 3.482 1.280 -4.270
Se 2.254 0.686 4.448
H -2.236 5.426 1.982
C -0.617 -4.364 1.803
H 1.138 -7.199 1.195
C 0.947 -2.357 -0.931
N 1.572 1.903 3.309
C 0.526 -2.861 -3.234
H 0.792 -4.957 0.280
H -1.659 -0.326 -2.750
C 4.340 1.495 -5.334
H -0.900 2.430 -0.761
H -1.404 -3.694 -3.663
P -2.283 0.081 -0.009
C -0.745 -3.306 -2.897
C -1.173 -3.268 -1.578
C -0.223 -6.923 2.832
C -3.504 -0.274 -3.847
H 2.341 6.360 2.893
H -6.574 0.141 -2.473
H -5.484 -0.206 -4.660
H -3.891 1.494 2.173
H 4.002 1.309 -6.344
C 5.631 1.953 -5.102
H 0.859 -2.904 -4.263
H -4.143 -0.852 1.317
H -3.030 -0.427 -4.807

Atom charges from the Löwdin analysis, given in e for atoms 1 to 4:
1 C -0.38
2 C -0.06
3 C -0.36
4 H 0.12

***

(3)
The following is a DFT calculation (the ωB97M-V functional and the def2-TZVPD basis) of C39H33Br2CoF5N2OP2S as an isolated structure.

Calculated values
ΔE to the lowest compared entry with this formula, charge and spin = 157.6 kJ/mol
Multiplicity = 2
Kohn-Sham gap (spin up / spin down) = 0.26090 / 0.21149 Eh

Geometry (Å):
C 0.715 4.791 2.334
H 0.867 5.771 2.766
H -5.236 2.398 3.051
C -1.878 -3.474 -0.276
H -1.403 -0.831 3.360
C 1.282 -0.564 -3.803
C -3.088 -1.330 -3.881
H 1.488 -3.119 -0.369
C 1.627 -2.282 3.969
C -0.789 -5.538 0.305
C 6.073 0.388 -3.182
C 2.416 -1.552 4.849
P -0.438 -1.080 -0.779
H -5.598 0.844 2.296
C -4.793 1.490 2.646
C -2.050 -0.159 1.422
C -3.543 -0.940 3.304
H -2.025 -2.111 2.328
H 1.925 2.828 -0.032
H -2.919 -5.277 0.230
C 3.968 -0.120 -4.251
C -2.182 -1.071 2.633
H -2.877 -0.351 0.730
Co 1.587 -0.285 -0.848
C 4.100 0.169 -1.763
C 3.105 -0.342 -5.344
C 3.383 -0.129 -2.971
C 5.458 0.413 -1.921
C 1.093 -1.671 2.847
C -1.325 3.976 -0.545
N -0.802 -0.278 0.684
H -1.566 -2.563 -3.021
Br 6.243 0.143 -5.998
H -2.343 1.148 -1.024
O 3.444 0.201 -0.656
H -4.564 0.091 -4.520
C 1.006 3.184 0.455
C 1.316 -0.317 2.596
F -0.078 2.253 -1.454
C -1.953 -4.806 0.100
H 2.838 -2.028 5.724
H -0.490 4.074 3.995
C 0.525 -3.602 -0.239
C 0.096 3.409 -0.777
S -3.894 0.701 3.998
C 2.125 0.400 3.473
Br 6.496 0.813 -0.396
N 2.061 -0.381 -2.758
C -0.028 3.823 3.051
H 3.296 0.359 5.265
H 0.232 -0.737 -3.609
F -2.024 3.196 0.293
C 1.256 4.501 1.129
C 0.501 2.121 1.401
C 5.359 0.135 -4.321
H -4.084 1.672 -2.675
F -1.986 4.021 -1.706
H -2.152 0.882 1.744
H -3.609 -1.633 4.143
H -2.788 -2.910 -0.442
F -1.289 5.208 -0.041
C -3.803 -0.143 -3.787
C -0.637 -2.860 -0.442
F 0.710 4.280 -1.618
C 2.670 -0.214 4.594
C -2.557 0.443 -1.815
C -3.536 0.742 -2.753
C -0.045 2.491 2.599
H -4.150 1.759 1.809
C -1.840 -0.747 -1.896
C -2.115 -1.631 -2.941
C 0.449 -4.938 0.132
H 1.357 -5.507 0.286
H 7.134 0.586 -3.246
H -0.851 -6.579 0.596
H 2.343 1.444 3.285
H -0.438 1.734 3.270
H -3.291 -2.023 -4.687
H -4.353 -1.195 2.615
H 3.506 -0.339 -6.349
P 0.755 0.365 0.994
C 1.771 -0.543 -5.119
H 1.829 5.240 0.584
H 1.434 -3.332 4.152
H 1.082 -0.696 -5.937
H 0.492 -2.254 2.159

Atom charges from the Löwdin analysis, given in e for atoms 1 to 4:
1 C -0.08
2 H 0.11
3 H 0.03
4 C -0.10